(1)
Molecular formula: C31H24N7O3SSeTl
Method: DFT, the ωB97M-V functional and the def2-TZVPD basis

Its charge is 0. The value obtained for the orbital gap is 0.271 hartree.

XYZ file:
```
68
Properties=species:S:1:pos:R:3:nbo_charge:R:1
Tl 0.0402 1.1168 -0.1578 1.505
C 0.8275 0.0917 4.2014 -0.271
C -0.3376 0.4221 4.8955 -0.153
C -1.4865 0.6831 4.1913 -0.241
C -1.4836 0.6325 2.7843 0.387
N -0.3310 0.3970 2.1319 -0.522
C 0.7754 0.1039 2.8308 0.066
N -2.7152 0.7681 2.1805 -0.552
C -2.9753 0.7267 0.9166 0.474
N -2.1481 0.7012 -0.1719 -0.716
C -2.9012 0.6430 -1.3278 0.494
N -2.5686 0.6114 -2.5649 -0.529
C -1.3278 0.7262 -3.1722 0.386
C -1.3498 0.6065 -4.5690 -0.227
C -0.2022 0.7891 -5.3037 -0.155
C 0.9791 1.1022 -4.6416 -0.256
C 0.9453 1.1827 -3.2688 0.056
N -0.1657 0.9833 -2.5451 -0.513
C -4.3355 0.6168 -0.9383 -0.096
C -5.4862 0.5685 -1.6971 -0.164
C -6.7008 0.5913 -1.0186 -0.203
C -6.7467 0.6635 0.3729 -0.202
C -5.5780 0.7142 1.1268 -0.195
C -4.3812 0.6906 0.4404 -0.014
H 1.7466 -0.1546 4.7137 0.225
H -0.3402 0.4551 5.9776 0.220
H -2.4254 0.9028 4.6792 0.234
H 1.6583 -0.1174 2.2399 0.207
H -2.3014 0.3857 -5.0303 0.232
H -0.2248 0.7057 -6.3829 0.220
H 1.9024 1.2840 -5.1724 0.224
H 1.8384 1.4212 -2.7066 0.221
H -5.4355 0.5127 -2.7767 0.230
H -7.6270 0.5554 -1.5782 0.215
H -7.7070 0.6810 0.8729 0.215
H -5.5951 0.7687 2.2076 0.230
C 2.0990 -6.6585 -0.0182 -0.254
O 1.1811 -5.5757 -0.0546 -0.484
C 1.6755 -4.3222 -0.1661 0.367
C 3.0632 -4.0496 -0.2196 -0.374
C 3.4621 -2.7499 -0.3376 -0.113
C 2.5572 -1.6666 -0.3950 -0.298
C 3.0636 -0.3343 -0.5518 0.598
C 4.5482 -0.1130 -0.7556 -0.711
O 2.3651 0.6985 -0.5435 -0.670
C 1.1484 -1.9488 -0.3284 0.457
O 0.2217 -1.0596 -0.3813 -0.749
C 0.7569 -3.3026 -0.2204 -0.353
H 1.4975 -7.5592 0.0543 0.202
H 2.7561 -6.5943 0.8512 0.178
H 2.7011 -6.7005 -0.9276 0.179
H 3.7961 -4.8393 -0.1718 0.220
H 4.5243 -2.5512 -0.3829 0.207
H 4.9150 -0.6920 -1.6033 0.237
H 5.1124 -0.4166 0.1279 0.233
H 4.7183 0.9439 -0.9449 0.235
H -0.3018 -3.5224 -0.1787 0.235
Se -0.6584 3.7008 -0.6502 -0.072
C 1.0396 4.1865 -1.1186 0.025
N 2.1229 4.4568 -1.4194 -0.418
S 3.4380 3.9222 2.6027 0.450
C 1.8499 4.0792 3.2232 -0.448
C 0.9979 3.3228 2.4940 -0.041
N 1.5818 2.6109 1.4713 -0.474
C 2.8611 2.8330 1.4194 -0.118
H 1.6308 4.7173 4.0634 0.250
H -0.0686 3.2522 2.6499 0.229
H 3.5081 2.3995 0.6729 0.244
```

(2)
Molecular formula: C31H25Cl3N5O5S2Zr
Method: DFT, the ωB97M-V functional and the def2-TZVPD basis

Its charge is +1. The value obtained for the orbital gap is 0.244 hartree.

XYZ file:
```
72
Properties=species:S:1:pos:R:3:nbo_charge:R:1
Zr 1.2237 -0.2454 -0.1717 2.113
O 2.9673 -3.9556 -1.1481 -0.574
C 2.5127 -2.9366 -0.6568 0.644
N 1.7946 -1.9525 -1.2411 -0.856
C 1.0983 -2.1845 -2.4398 0.208
C 1.2777 -3.2586 -3.3062 -0.241
C 0.4095 -3.4447 -4.3710 -0.213
C -0.6423 -2.5694 -4.5868 -0.228
C -0.8187 -1.4731 -3.7603 -0.240
C 0.0554 -1.2588 -2.6987 0.096
N 0.0578 -0.1328 -1.8810 -0.820
C -0.9244 0.7835 -1.8507 0.662
O -2.0944 0.6733 -2.2039 -0.620
C -0.3550 2.1070 -1.4087 0.134
C -1.0663 3.2883 -1.5838 -0.201
C -0.4134 4.4946 -1.4020 -0.138
C 0.9373 4.4764 -1.0904 -0.227
C 1.5675 3.2513 -0.9271 0.062
N 0.9405 2.0847 -1.0568 -0.498
C 2.6949 -2.6697 0.8266 0.170
C 3.5273 -3.4880 1.5856 -0.206
C 3.6229 -3.2607 2.9470 -0.123
C 2.8654 -2.2360 3.5056 -0.227
C 2.0495 -1.4752 2.6840 0.081
N 1.9594 -1.6833 1.3687 -0.579
H 2.0827 -3.9489 -3.1178 0.259
H 0.5609 -4.2741 -5.0435 0.224
H -1.3236 -2.7311 -5.4087 0.220
H -1.6108 -0.7655 -3.9478 0.239
H -2.0987 3.2375 -1.8855 0.254
H -0.9362 5.4274 -1.5422 0.236
H 1.5035 5.3867 -0.9865 0.241
H 2.6264 3.2132 -0.7091 0.215
H 4.0972 -4.2569 1.0830 0.267
H 4.2824 -3.8591 3.5582 0.241
H 2.9193 -2.0123 4.5589 0.241
H 1.4543 -0.6580 3.0868 0.219
S -0.7048 -2.5426 0.2337 -0.123
C -2.1228 -2.1475 -0.5450 -0.013
N -2.5894 -2.7868 -1.6119 -0.548
C -3.9337 -2.4979 -2.0634 -0.228
C -4.3441 -1.1713 -1.4261 -0.528
S -3.2346 -0.9271 0.0032 0.327
H -2.0403 -3.5160 -2.0447 0.439
H -4.6024 -3.3135 -1.7613 0.211
H -3.9544 -2.4239 -3.1527 0.229
H -5.3653 -1.1763 -1.0538 0.243
H -4.1787 -0.3253 -2.0933 0.257
Cl 4.6067 -0.4109 0.9545 0.087
C 4.1892 1.0859 0.1183 -0.224
Cl 3.4172 0.5526 -1.4173 0.155
Cl 5.5618 2.1056 -0.1791 0.122
C 3.0961 1.7567 1.0701 0.767
O 3.3409 2.8093 1.5880 -0.553
O 2.0819 1.0131 1.1825 -0.821
C -1.5547 -0.5434 2.9243 -0.756
C -1.0837 0.5939 2.0727 0.691
O -0.4352 0.3886 1.0317 -0.689
C -1.4308 1.9542 2.4844 -0.142
C -2.4816 2.2057 3.3744 -0.153
C -2.8066 3.5025 3.7144 -0.217
C -2.0898 4.5685 3.1893 -0.140
C -1.0321 4.3321 2.3235 -0.216
C -0.7040 3.0382 1.9724 -0.146
H -2.6425 -0.5364 2.9616 0.264
H -1.1892 -0.4339 3.9431 0.254
H -1.2246 -1.4970 2.5153 0.273
H -3.0632 1.3947 3.7809 0.220
H -3.6276 3.6760 4.3914 0.231
H -2.3484 5.5770 3.4727 0.230
H -0.4666 5.1573 1.9221 0.228
H 0.1555 2.8448 1.3466 0.232
```

(3)
Molecular formula: C31H25F15GeN3SSn
Method: DFT, the ωB97M-V functional and the def2-TZVPD basis

Its charge is +1. The value obtained for the orbital gap is 0.321 hartree.

XYZ file:
```
77
Properties=species:S:1:pos:R:3:lowdin_charge:R:1
Sn 0.8659 0.2942 0.7626 1.118
N -1.3387 0.8126 0.1037 -0.095
C -2.3477 0.0337 0.8632 -0.205
C -1.9848 0.1085 2.3346 -0.199
N -0.6263 -0.4304 2.5861 -0.173
C -0.5998 -1.8518 3.0269 -0.188
C -0.7179 -2.8746 1.9139 -0.258
N 0.3648 -2.7015 0.9406 -0.035
H -1.4934 0.7627 -0.9004 0.100
H -1.4082 1.7974 0.3597 0.047
H -3.3513 0.4311 0.7153 0.130
H -2.3377 -0.9905 0.4968 0.107
H -1.9805 1.1594 2.6314 0.106
H -2.7329 -0.4074 2.9388 0.132
H -0.2183 0.1146 3.3391 0.079
H 0.3452 -1.9983 3.5529 0.119
H -1.4042 -2.0341 3.7447 0.126
H -0.7397 -3.8638 2.3751 0.121
H -1.6654 -2.7558 1.3872 0.102
H 1.2514 -2.9795 1.3468 0.079
H 0.2284 -3.2988 0.1337 0.083
C 0.6297 3.7997 -1.7480 -0.035
C 1.2459 2.4461 -2.0003 -0.284
C 0.6768 1.5475 -2.9018 -0.030
C 1.2736 0.3183 -3.1841 -0.267
C 0.6818 -0.6047 -4.2213 -0.042
C 2.4537 -0.0157 -2.5265 -0.034
C 3.0326 0.8449 -1.5990 -0.345
C 4.3105 0.4815 -0.8882 -0.034
C 2.4155 2.0651 -1.3397 -0.099
H 1.3393 4.5948 -1.9858 0.090
H 0.3635 3.9204 -0.6947 0.040
H -0.2617 3.9492 -2.3583 0.081
H -0.2291 1.8313 -3.4335 0.121
H 1.0838 -0.3693 -5.2101 0.092
H -0.4026 -0.5002 -4.2796 0.077
H 0.9218 -1.6476 -4.0119 0.078
H 2.9352 -0.9656 -2.7451 0.125
H 5.1531 1.0367 -1.3079 0.095
H 4.5334 -0.5813 -0.9821 0.084
H 4.2603 0.7310 0.1751 0.063
H 2.8768 2.7544 -0.6374 0.103
F 0.2501 3.0405 5.1966 0.071
C 0.6386 4.3169 5.0459 -0.233
C 1.6310 4.6491 4.1324 -0.145
C 2.0113 5.9791 4.0776 -0.208
F 2.9958 6.3806 3.2650 0.110
C 1.4152 6.9419 4.8648 -0.135
F 1.7972 8.2106 4.7917 0.147
C 0.4163 6.5758 5.7455 -0.127
F -0.1585 7.4898 6.5067 0.159
C 0.0253 5.2550 5.8453 -0.139
F -0.9252 4.9059 6.7066 0.140
Ge 2.3059 3.2248 2.9827 0.737
S 0.5339 2.5304 1.9032 0.265
C 3.6707 3.8329 1.7203 -0.138
C 4.9326 3.2803 1.5463 -0.224
F 5.3429 2.2238 2.2541 0.105
C 5.8250 3.7742 0.6155 -0.144
F 7.0238 3.2232 0.4670 0.143
C 5.4600 4.8442 -0.1764 -0.126
F 6.3069 5.3196 -1.0694 0.164
C 4.2077 5.4137 -0.0441 -0.141
F 3.8545 6.4306 -0.8228 0.145
C 3.3403 4.8986 0.8910 -0.262
F 2.1279 5.4636 0.9784 0.087
C 3.1276 1.9076 4.1848 -0.128
C 2.9825 0.5391 4.1112 -0.206
F 2.2146 -0.0334 3.1469 -0.049
C 3.6126 -0.3299 4.9721 -0.137
F 3.4259 -1.6447 4.8668 0.131
C 4.4455 0.1773 5.9474 -0.126
F 5.0602 -0.6410 6.7804 0.164
C 4.6437 1.5404 6.0446 -0.132
F 5.4632 2.0212 6.9670 0.156
C 3.9879 2.3773 5.1683 -0.217
F 4.2401 3.6865 5.2713 0.115
```